Record 1
10
Properties=species:S:1:pos:R:3:nbo_charge:R:1 method="wB97M-V/def2-TZVPD" charge=-1 spin_multiplicity=1 e_tot_ha=-1385.26279 homo_ha="-0.125 / -0.125" relative_energy_kj_mol=164.4
Cl 0.711 -0.371 -0.170 -0.280
S 3.091 0.136 0.930 1.661
F -3.237 0.164 -0.499 -0.348
F -1.024 -0.351 -2.049 -0.429
F -2.008 0.267 1.283 -0.372
O 3.250 -1.008 1.798 -0.872
O 4.000 0.187 -0.198 -0.877
C -1.072 -0.723 -0.671 -0.027
C -1.981 0.336 -0.091 0.460
H -1.728 1.362 -0.332 0.085


Record 2
18
Properties=species:S:1:pos:R:3:nbo_charge:R:1 method="wB97M-V/def2-TZVPD" charge=-1 spin_multiplicity=1 e_tot_ha=-2378.17922 homo_ha=-0.133
Cu -0.161 -1.841 0.625 0.905
O -3.457 0.302 0.562 -0.648
O -2.099 -1.491 0.508 -0.875
O 1.874 -1.881 0.281 -0.810
O 3.542 -0.377 0.392 -0.701
O -1.102 -4.671 -0.056 -0.515
N 0.064 -0.199 -0.209 -0.523
C -0.967 1.848 -0.403 -0.223
C 2.332 -0.678 0.162 0.707
C -1.073 0.508 -0.123 0.099
C -2.346 -0.169 0.358 0.727
C 1.511 1.634 -0.490 -0.220
C -0.725 -3.685 0.436 0.472
C 0.310 2.391 -0.524 -0.183
C 1.267 0.289 -0.224 0.113
H -1.865 2.546 -0.395 0.231
H 0.379 3.482 -0.415 0.202
H 2.518 1.993 -0.485 0.243


Record 3
13
Properties=species:S:1:pos:R:3:nbo_charge:R:1 method="wB97M-V/def2-TZVPD" charge=0 spin_multiplicity=1 e_tot_ha=-915.42683 homo_ha=-0.290 smiles=CCSSC relative_energy_kj_mol=131.6
S 1.396 -0.102 1.043 0.044
S -0.570 0.594 0.654 0.041
C 1.552 -1.530 -0.240 -0.739
C -0.857 0.436 -1.187 -0.513
C -2.323 0.336 -1.551 -0.630
H 2.335 -1.158 -0.997 0.228
H 2.152 -2.187 0.475 0.232
H -0.146 -0.261 -1.730 0.220
H -0.432 1.402 -1.455 0.210
H 0.584 -1.997 -0.658 0.245
H -2.502 0.577 -2.617 0.225
H -2.838 1.051 -0.842 0.223
H -2.603 -0.762 -1.453 0.215


Record 4
41
Properties=species:S:1:pos:R:3:nbo_charge:R:1 method="wB97M-V/def2-TZVPD" charge=0 spin_multiplicity=1 e_tot_ha=-917.41269 homo_ha=-0.340 relative_energy_kj_mol=478.3
O 0.202 1.804 1.394 -0.979
O -1.466 -0.389 2.096 -0.778
O -2.890 -1.044 -0.089 -1.013
O 0.463 4.720 0.294 -0.958
O -1.635 2.337 -0.841 -0.964
O 3.499 1.064 -1.883 -0.979
O -4.320 0.820 -1.739 -0.974
O 1.326 2.939 -2.501 -0.928
N 1.617 -1.040 -0.130 -0.712
N 3.336 -2.573 0.378 -0.677
C -0.489 -2.644 1.655 -0.467
C -0.165 -2.924 0.240 -0.454
C -0.286 -1.254 2.282 -0.070
C 2.693 -1.901 -0.517 0.264
C 0.310 -1.666 -0.576 -0.224
H -3.633 0.546 -2.250 0.473
H 1.858 -0.779 0.878 0.387
H 0.646 2.579 1.763 0.497
H 0.595 -0.715 2.066 0.176
H -4.341 0.517 -0.791 0.500
H 1.481 2.097 -2.310 0.463
H 3.076 -2.617 1.353 0.346
H 3.720 1.903 -1.423 0.477
H -0.517 4.942 0.451 0.471
H 2.140 3.046 -3.015 0.464
H -1.614 -2.736 1.841 0.234
H 0.094 -3.416 2.254 0.235
H 0.386 -1.750 -1.776 0.235
H -2.283 -0.888 0.713 0.506
H -3.654 -1.454 0.110 0.465
H 0.471 4.539 -0.633 0.488
H -0.241 -1.301 3.357 0.186
H -0.993 -3.424 -0.375 0.240
H -0.263 2.121 0.669 0.495
H 0.709 -3.708 -0.002 0.216
H 2.952 0.503 -1.215 0.494
H -0.510 -0.783 -0.249 0.195
H -2.509 2.489 -1.183 0.493
H -1.167 0.547 2.066 0.520
H -1.593 1.381 -0.822 0.474
H 2.996 -1.889 -1.539 0.185


Record 5
59
Properties=species:S:1:pos:R:3:nbo_charge:R:1 method="wB97M-V/def2-TZVPD" charge=+1 spin_multiplicity=1 e_tot_ha=-2278.70745 homo_ha=-0.404
Ir 0.008 0.848 -0.663 1.302
F 3.470 2.143 4.916 -0.273
F 2.125 4.286 3.924 -0.280
F 0.234 3.934 2.016 -0.313
F 0.993 -0.712 2.134 -0.296
F 2.900 -0.353 4.002 -0.281
O 1.994 0.807 -0.332 -0.671
O -1.993 -3.612 -1.195 -0.520
O -1.993 1.613 -1.028 -0.581
O -0.276 -1.193 -0.417 -0.674
O 3.738 2.213 -0.240 -0.549
O -0.455 1.468 1.156 -0.679
O -3.036 3.580 -1.144 -0.611
N 0.123 -4.172 0.364 -0.453
N 0.361 2.761 -0.899 -0.358
C -3.035 -3.247 -2.090 -0.255
C 0.839 -3.965 -0.711 0.279
C -0.995 -3.124 2.245 -0.167
C -0.468 4.958 -0.930 -0.158
C 2.568 1.995 -0.399 0.740
C 2.239 0.699 3.525 0.283
C -2.092 -2.475 2.787 -0.228
C -2.100 -3.211 0.093 0.391
C 0.903 -2.898 -1.635 -0.290
C 1.729 -3.113 -2.767 -0.073
C 1.963 -2.150 -3.715 -0.284
C -3.202 -2.569 0.644 -0.304
C 1.604 3.152 -0.674 0.116
C 1.348 -0.898 -3.579 -0.065
C -1.957 2.848 -1.052 0.818
C 0.842 5.408 -0.757 -0.140
C 2.532 1.970 3.993 0.281
C 1.889 4.507 -0.612 -0.148
C 0.315 -1.610 -1.479 0.521
C 0.869 2.865 2.528 0.268
C 1.841 3.060 3.492 0.274
C 0.539 1.599 2.051 0.214
C -0.675 3.596 -0.985 0.059
C 0.516 -0.657 -2.512 -0.388
C -0.999 -3.472 0.909 0.029
C 1.256 0.521 2.571 0.290
C -3.186 -2.201 1.982 -0.163
H -0.120 -3.332 2.849 0.229
H -3.822 3.008 -1.146 0.523
H -1.299 5.646 -0.995 0.257
H -2.090 -2.184 3.827 0.231
H -3.190 -2.166 -2.089 0.181
H -0.118 0.267 -2.556 0.215
H 2.197 -4.085 -2.877 0.222
H 2.906 4.824 -0.427 0.268
H -4.046 -1.697 2.402 0.226
H 1.037 6.471 -0.703 0.248
H 2.604 -2.354 -4.559 0.240
H -3.965 -3.755 -1.831 0.191
H 1.526 -4.780 -0.917 0.215
H -4.069 -2.358 0.035 0.227
H 0.366 -5.011 0.874 0.424
H 1.512 -0.131 -4.325 0.231
H -2.708 -3.561 -3.077 0.209


Record 6
77
Properties=species:S:1:pos:R:3:mulliken_charge:R:1 method="wB97M-V/def2-TZVPD" charge=0 spin_multiplicity=1 e_tot_ha=-11812.19485 homo_ha=-0.263
Te -2.529 -2.532 1.193 -0.255
Br 6.559 -3.642 -0.856 -0.227
Br 1.581 -3.416 -3.462 -0.160
As -0.773 1.810 2.101 0.430
V 0.290 -0.218 -0.188 1.410
S -1.245 3.197 -1.284 1.647
S 0.300 1.283 -3.593 1.494
P -0.423 -2.105 2.090 0.000
O 0.731 1.570 -1.921 -0.319
O -1.202 -0.648 -0.430 -0.323
O 0.262 2.576 -4.179 -0.626
O -2.361 1.118 1.767 -0.601
O 0.379 2.888 -1.483 -0.258
O -0.359 -1.152 3.357 -0.149
O 0.643 -1.444 1.137 0.228
O 1.098 -1.182 -1.436 0.574
O 1.313 0.338 -3.907 -0.636
O -1.657 4.015 -2.376 -0.631
O 0.234 1.216 0.756 -0.068
O 0.274 -3.414 2.661 -0.470
O -1.897 1.949 -1.054 -0.390
N 2.802 -0.054 0.288 -0.099
C -3.597 0.705 -4.106 -0.912
C 4.770 -0.229 1.618 -1.061
C 5.267 -1.233 0.848 -1.029
C -1.214 -1.416 4.495 -0.322
C -1.221 4.198 0.163 0.019
C 4.510 -1.711 -0.244 0.702
C 2.972 1.467 2.151 -0.992
C 2.359 -1.621 -1.432 -0.296
C 1.016 -4.496 0.569 -0.446
C 2.777 -2.656 -2.220 0.064
C 4.051 -3.238 -2.063 -0.266
C 0.309 -4.645 1.900 -0.497
C -1.535 6.414 1.025 -0.690
C -1.329 -0.154 5.316 -1.162
C -2.627 -1.407 -3.486 -0.643
C 3.519 0.356 1.306 0.864
C -3.750 -0.652 -3.824 1.051
C 4.887 -2.782 -1.092 -0.065
C -1.105 4.572 2.507 -0.897
C -1.378 -0.825 -3.417 -0.144
C -2.360 1.314 -4.033 -0.505
C -1.340 5.927 2.303 -0.674
C -1.264 0.536 -3.676 0.016
C -1.475 5.548 -0.057 -0.535
C -5.099 -1.311 -3.913 -1.470
C -1.056 3.672 1.452 -0.032
C 3.262 -1.100 -0.462 0.042
H -0.963 4.194 3.515 0.423
H 2.007 -4.056 0.704 0.159
H -0.344 0.293 5.456 0.249
H 2.631 2.288 1.521 0.179
H -1.970 0.573 4.819 0.205
H -2.734 -2.460 -3.260 0.478
H 5.323 0.131 2.475 0.433
H -5.035 -2.231 -4.494 0.362
H -2.406 0.741 0.871 0.340
H 2.109 1.104 2.712 -0.100
H -1.742 7.464 0.864 0.407
H -5.462 -1.580 -2.919 0.300
H -1.647 5.891 -1.066 0.585
H -0.717 -4.987 1.758 0.319
H -1.747 -0.392 6.294 0.432
H -0.762 -2.223 5.072 0.278
H 3.717 1.834 2.854 0.533
H -2.231 2.368 -4.234 0.578
H 6.226 -1.680 1.068 0.358
H 4.337 -4.067 -2.694 0.471
H -0.498 -1.412 -3.189 0.173
H -2.190 -1.741 4.133 0.331
H -4.464 1.294 -4.380 0.361
H 0.445 -3.854 -0.105 -0.130
H -1.378 6.600 3.151 0.397
H -5.830 -0.654 -4.381 0.374
H 0.832 -5.347 2.546 0.330
H 1.122 -5.474 0.098 0.481